Below is a molecular structure, C38H34BrN4O2Tl, with properties calculated with ωB97M-V/def2-TZVPD.

Geometry as XYZ:
```
80
Properties=species:S:1:pos:R:3:mulliken_charge:R:1
Tl 0.89 -0.10 -0.73 1.240
Br 3.38 -0.21 -2.65 -0.082
O -0.41 -4.69 4.57 -0.738
O -1.91 -5.48 3.04 -0.731
N -0.13 -2.12 -2.06 0.046
N 0.58 -2.07 0.50 -0.174
N 2.74 -0.57 0.88 -0.024
N 0.00 1.33 0.67 0.606
C -0.34 -2.98 0.16 0.572
C 3.87 0.14 0.98 -0.088
C -0.82 -3.89 1.08 -0.833
C -1.80 -3.78 -1.75 -0.326
C -0.95 -4.80 3.46 0.431
C 0.67 2.60 0.98 1.551
C 3.20 1.25 -5.00 -0.786
C -1.52 2.20 -3.49 -1.332
C -2.99 -0.70 1.53 0.315
C -0.96 1.40 -2.47 0.131
C -3.78 -1.83 0.93 -1.808
C -1.40 -2.87 -3.93 -0.910
C 1.08 -2.06 1.74 0.885
C -0.78 2.55 -4.57 -0.828
C -1.09 0.86 1.41 1.606
C 1.32 2.48 -5.84 -1.033
C -3.01 1.45 4.66 -1.728
C 2.81 -0.97 3.22 -0.595
C -3.34 -0.19 2.78 -0.873
C 0.56 2.11 -4.70 0.938
C 0.33 0.95 -2.56 -0.422
C -0.78 -2.96 -1.27 0.495
C -0.34 3.76 0.94 -1.699
C -2.61 0.85 3.33 0.278
C 1.13 1.29 -3.68 0.648
C -0.43 -2.07 -3.36 -0.130
C 0.62 -2.93 2.71 -0.949
C -1.50 1.37 2.66 -0.903
C 2.61 2.06 -5.99 -0.635
C 2.48 0.89 -3.90 0.544
C -0.37 -3.84 2.39 -0.696
C 3.97 -0.23 3.32 -0.665
C 2.23 -1.15 1.97 0.528
C -1.89 -0.17 0.88 -0.037
C 1.44 2.59 2.31 -1.233
C 1.69 2.90 -0.13 -1.924
C -2.10 -3.73 -3.10 -0.680
C 4.53 0.32 2.18 -0.994
H 3.19 2.35 -6.86 0.409
H 2.06 3.49 2.39 0.496
H 0.13 -1.35 -3.95 0.394
H -1.56 -4.64 0.84 0.556
H -4.20 -0.60 3.31 0.366
H 5.45 0.89 2.21 0.437
H 1.00 -2.96 3.72 0.562
H -3.52 -2.78 1.40 0.243
H -3.41 2.46 4.52 0.303
H -1.12 3.65 1.68 0.351
H 2.17 3.86 0.06 0.614
H -1.19 3.17 -5.35 0.370
H 4.26 0.56 0.06 0.402
H 4.43 -0.08 4.29 0.450
H -3.59 -1.92 -0.14 0.272
H -1.60 -2.81 -4.99 0.445
H 0.86 3.11 -6.59 0.402
H -2.55 2.55 -3.39 0.479
H -3.77 0.85 5.15 0.403
H 2.48 2.15 -0.17 0.248
H 1.20 2.95 -1.10 0.297
H -1.68 -0.55 -0.12 -0.079
H -2.34 -4.43 -1.08 0.459
H 2.37 -1.43 4.09 0.447
H 0.81 2.54 3.18 0.268
H 0.17 4.71 1.11 0.476
H -0.97 2.17 3.13 0.368
H -4.85 -1.68 1.08 0.545
H 2.11 1.72 2.34 0.070
H 4.22 0.91 -5.11 0.468
H -2.89 -4.35 -3.50 0.449
H -1.56 1.17 -1.60 0.404
H -0.81 3.79 -0.05 0.305
H -2.15 1.53 5.32 0.362
```

Values from the calculation:
Net charge: 0
Relative energy (zero: lowest compared OMol25 entry of this formula, charge and spin) in kJ/mol: 34.0
E in eV: -124748.8973

=====

Below is a molecular structure, C38H34BrN4O2Tl, with properties calculated with ωB97M-V/def2-TZVPD.

Geometry as XYZ:
```
80
Properties=species:S:1:pos:R:3:mulliken_charge:R:1
Tl 0.66 -0.18 0.22 1.388
Br 2.86 0.37 2.71 0.020
O -1.28 4.15 5.61 -0.727
O -1.49 5.61 3.88 -0.725
N -0.65 1.58 -0.98 0.608
N -0.32 1.36 1.65 0.590
N 0.02 -1.20 2.37 0.691
N -0.42 -1.70 -0.83 0.183
C -1.29 4.51 4.42 0.335
C 0.06 -2.51 2.62 -0.023
C -0.42 -0.78 4.66 -0.916
C -0.90 1.60 -2.29 -0.245
C -0.92 3.62 2.06 -1.100
C -1.16 3.96 -2.27 -0.744
C 4.21 0.49 1.38 0.372
C -4.47 0.62 0.67 -1.476
C -0.11 -3.02 3.89 -1.184
C -2.44 -1.72 -2.29 -0.104
C 4.80 1.00 -2.26 -0.893
C -0.25 -0.34 3.36 0.349
C -0.93 3.94 -0.91 -0.871
C 0.64 -2.59 -2.95 -1.277
C -0.61 2.58 1.19 0.961
C -1.17 2.76 -2.98 -1.154
C -0.55 -4.12 -1.33 -1.621
C 3.89 0.58 0.00 0.167
C 5.49 0.56 1.85 -0.692
C -3.78 -0.22 -0.38 0.328
C 5.00 0.82 -0.87 1.071
C 2.46 0.67 -1.94 -0.196
C 6.32 0.88 -0.36 -0.829
C -0.71 2.09 3.87 -1.033
C 3.54 0.95 -2.78 -1.375
C -0.41 1.09 2.96 0.674
C -2.48 -0.65 -0.16 -0.343
C -4.43 -1.70 -3.81 -1.740
C 6.57 0.74 0.97 -0.726
C 0.28 -2.83 -1.47 1.429
C -0.34 -2.13 4.93 -0.671
C -3.75 -1.32 -2.52 0.197
C -0.95 3.38 3.42 -0.865
C 2.59 0.47 -0.58 0.394
C -4.42 -0.55 -1.57 -0.990
C -1.76 -1.40 -1.11 0.845
C 1.60 -3.05 -0.74 -1.651
C -0.70 2.72 -0.28 0.150
H -5.52 0.78 0.42 0.419
H 5.66 0.49 2.92 0.456
H -4.43 0.13 1.65 0.325
H 1.35 -3.36 -3.28 0.502
H -0.68 -4.36 -0.27 0.271
H 7.13 1.05 -1.06 0.371
H -2.02 -0.40 0.78 0.606
H 2.05 -4.00 -1.07 0.624
H -5.44 -0.23 -1.75 0.291
H 1.48 0.59 -2.40 0.107
H -0.06 -4.09 4.06 0.481
H 1.13 -1.62 -3.07 0.050
H -0.88 0.63 -2.78 0.454
H -0.63 -0.07 5.46 0.538
H -1.53 -4.03 -1.78 0.337
H -4.48 -2.79 -3.92 0.322
H -0.02 -4.95 -1.80 0.490
H 5.66 1.19 -2.88 0.371
H -1.38 2.73 -4.04 0.502
H -0.93 4.86 -0.34 0.546
H -1.96 -2.30 -3.06 0.325
H -1.17 4.62 1.73 0.656
H 1.47 -3.11 0.34 0.161
H -3.99 1.60 0.77 0.220
H 0.23 -3.15 1.76 0.134
H -0.21 -2.64 -3.63 0.300
H 7.57 0.78 1.36 0.381
H -0.79 1.93 4.94 0.796
H -1.35 4.89 -2.78 0.448
H 3.38 1.11 -3.84 0.446
H -0.47 -2.49 5.94 0.449
H -5.45 -1.31 -3.85 0.392
H -3.88 -1.31 -4.67 0.352
H 2.32 -2.26 -0.95 0.295
```

Values from the calculation:
Net charge: 0
Relative energy (zero: lowest compared OMol25 entry of this formula, charge and spin) in kJ/mol: 0.0
E in eV: -124749.2502